{
  "formula": "C20H27N7",
  "method": "ωB97M-V/def2-TZVPD",
  "symbols": ["H", "H", "H", "N", "H", "H", "C", "C", "C", "C", "C", "H", "H", "C", "C", "H", "H", "C", "H", "C", "C", "H", "N", "C", "H", "H", "H", "H", "C", "H", "N", "H", "H", "C", "H", "C", "N", "C", "H", "N", "H", "N", "C", "H", "C", "H", "C", "C", "H", "C", "H", "H", "H", "N"],
  "positions_angstrom": [[-5.238, 0.777, -1.849], [1.111, -2.174, 2.813], [-2.835, 0.106, -2.736], [4.642, 1.547, -2.526], [4.335, -0.927, -0.474], [-0.375, -3.091, -0.601], [-3.835, -1.823, -0.049], [3.819, 1.605, -1.729], [3.022, 2.305, 0.463], [-0.522, -1.364, 1.613], [-3.816, -0.567, -0.922], [3.964, 2.802, 0.644], [-0.951, -2.345, 1.847], [1.594, 1.004, -0.988], [0.931, -1.309, 2.143], [-4.313, -2.637, -0.588], [0.042, 1.690, 1.921], [0.819, 1.656, 1.177], [2.990, -3.383, -1.206], [0.600, 0.985, -0.021], [-0.654, 0.183, -0.317], [2.569, -1.744, -1.698], [-3.193, 0.508, -0.154], [0.181, -2.146, -0.553], [1.523, -3.365, 0.642], [-2.139, -1.375, -2.039], [0.313, -1.787, -1.575], [-2.819, -2.113, 0.206], [2.762, -2.385, -0.839], [3.597, -0.454, 1.731], [-3.242, 2.176, 1.137], [-5.751, -0.915, -1.798], [3.425, -2.186, 2.107], [-3.058, -0.828, -2.223], [-0.731, 0.110, -1.409], [-5.245, -0.127, -1.246], [-0.645, -1.196, 0.178], [2.016, 2.314, 1.409], [-1.134, -0.606, 2.102], [1.834, -1.315, 1.022], [1.444, 0.518, -1.942], [-3.977, 1.375, 0.494], [3.903, -1.799, 0.014], [-5.799, 0.077, -0.334], [3.241, -1.410, 1.342], [1.108, -0.398, 2.719], [2.806, 1.645, -0.745], [1.552, -2.397, 0.101], [4.700, -2.523, 0.175], [-1.909, 0.844, 0.161], [-3.681, -1.432, -2.878], [2.165, 2.835, 2.343], [-4.392, -1.637, 0.866], [-1.963, 1.887, 0.960]],
  "lowdin_charge": [0.0888, 0.1222, 0.0961, 0.1654, 0.0896, 0.1230, -0.0163, -0.2039, -0.0248, -0.1320, -0.5370, 0.1199, 0.1209, 0.0190, -0.1529, 0.0897, 0.0981, -0.0416, 0.1115, -0.1497, -0.1880, 0.0986, 0.0093, -0.1114, 0.1507, 0.0637, 0.1158, 0.0588, -0.1165, 0.1156, -0.0228, 0.0872, 0.1193, -0.0193, 0.1324, -0.0508, -0.1303, -0.0490, 0.1203, -0.1505, 0.1262, 0.0451, -0.1356, 0.0740, -0.1691, 0.1095, -0.2346, -0.2859, 0.1053, -0.2205, 0.0912, 0.1107, 0.0914, 0.0731],
  "homo_lumo_gap_ha": 0.3314,
  "e_homo_ev": -8.55,
  "relative_energy_kj_mol": 24.22,
  "fmax_ev_per_a": 1.358
}

{
  "formula": "C6H34O13",
  "method": "ωB97M-V/def2-TZVPD",
  "symbols": ["H", "H", "H", "H", "O", "H", "O", "O", "H", "H", "O", "C", "H", "H", "H", "H", "H", "O", "H", "C", "H", "O", "H", "H", "H", "C", "H", "H", "H", "C", "C", "O", "O", "H", "H", "O", "C", "O", "H", "H", "O", "H", "H", "H", "H", "O", "H", "H", "O", "H", "H", "H", "H"],
  "positions_angstrom": [[-2.720, 0.648, -1.383], [-3.912, 2.768, 0.699], [3.679, -0.682, -0.435], [-1.756, -2.034, 3.760], [4.405, -0.134, -0.661], [4.231, -1.838, 2.092], [3.541, 2.339, -1.292], [0.490, 3.591, -2.431], [-1.516, 2.354, -2.403], [-2.055, 1.445, 2.873], [-2.461, 2.260, -2.257], [0.934, 0.200, -0.295], [-1.606, -0.380, 0.417], [3.687, -0.730, -3.702], [0.026, -2.189, -2.261], [-0.554, 0.811, 3.667], [1.051, -2.244, 3.902], [1.406, -2.229, 3.007], [-0.545, 2.475, 2.702], [0.166, -0.178, -1.329], [4.478, -1.226, -2.453], [3.751, -1.432, -3.046], [1.929, -0.289, -0.273], [2.603, -1.552, 2.061], [4.181, 2.738, -0.720], [-0.925, 1.504, 2.876], [1.100, 2.154, 0.997], [-2.886, 2.154, -3.179], [0.751, 4.511, -2.330], [0.387, -1.169, -2.454], [-0.486, 0.758, 1.611], [-3.851, -2.104, -1.560], [-3.084, 0.224, -0.584], [3.967, 2.354, -2.171], [-3.554, -1.648, -0.757], [3.543, -1.355, 1.685], [0.573, 1.096, 0.846], [-4.235, 1.985, 1.177], [1.413, -1.306, -2.792], [1.128, 2.958, -2.147], [-1.809, -3.293, -0.097], [-0.875, 0.100, -1.429], [0.565, -2.088, 2.518], [-3.873, 2.118, 2.061], [-0.152, -0.990, -3.366], [-1.224, -0.383, 1.385], [-4.342, -1.544, -2.135], [5.127, -0.245, -0.044], [-1.199, -1.377, 4.226], [-1.143, -3.197, -0.756], [-2.604, -3.280, -0.649], [-3.686, 0.794, -0.093], [-1.321, -0.718, 3.508]],
  "lowdin_charge": [0.0201, 0.0710, -0.0231, 0.0683, -0.0625, 0.0072, -0.0563, -0.0395, 0.0144, 0.0839, -0.0729, -0.0896, 0.1076, 0.0374, 0.0673, 0.0846, 0.0521, -0.0541, 0.0652, -0.1336, 0.0081, -0.0679, 0.0890, 0.0378, 0.0244, -0.0085, 0.1521, 0.1137, 0.0477, -0.0738, -0.4023, -0.0685, -0.0839, 0.0546, 0.0161, -0.0899, -0.0409, -0.0387, 0.0452, -0.0042, -0.0414, 0.0627, 0.0580, 0.0419, 0.0612, -0.0530, 0.0238, 0.0450, -0.0714, -0.0031, 0.0061, 0.0206, -0.0085],
  "homo_lumo_gap_ha": 0.3201,
  "e_homo_ev": -8.52,
  "relative_energy_kj_mol": 206.42,
  "fmax_ev_per_a": 3.489
}